[1]
C43H38N4OPdS2 | wB97M-V/def2-TZVPD

## Properties
Gap between HOMO and LUMO = 6.4669 eV

Geometry as ORCA input:
```
! wB97M-V def2-TZVPD RIJCOSX def2/J DEFGRID3
* xyz 2 1
Pd 0.05 1.09 0.51
C 1.56 -0.44 4.24
C 1.51 0.25 3.01
N 0.37 0.42 2.37
C -0.81 -0.03 2.91
C -0.83 -0.75 4.11
C 0.40 -0.94 4.77
C -2.07 -1.24 4.58
C -3.20 -1.00 3.86
C -3.19 -0.25 2.66
C -2.00 0.26 2.19
N -1.80 1.02 1.04
C -2.68 1.66 0.19
C -4.01 1.97 0.41
C -4.75 2.61 -0.61
C -4.20 2.96 -1.81
C -2.83 2.69 -2.05
C -2.14 3.04 -3.23
C -0.80 2.77 -3.36
C -0.13 2.15 -2.30
N -0.76 1.79 -1.19
C -2.09 2.05 -1.04
H 2.51 -0.56 4.73
H 2.40 0.64 2.56
H 0.42 -1.49 5.70
H -2.11 -1.80 5.50
H -4.15 -1.39 4.21
H -4.11 -0.09 2.12
H -4.49 1.74 1.35
H -5.79 2.83 -0.41
H -4.79 3.45 -2.57
H -2.67 3.54 -4.03
H -0.25 3.03 -4.25
H 0.93 1.93 -2.35
C 2.88 -3.85 0.10
C 4.27 -3.28 -0.21
C 5.24 -3.73 0.89
C 4.73 -3.83 -1.57
C 4.26 -1.75 -0.27
C 5.46 -1.07 -0.54
C 5.54 0.30 -0.57
C 4.37 1.03 -0.35
S 4.17 2.75 -0.22
C 2.51 2.52 0.11
N 2.10 1.27 0.07
C 3.16 0.37 -0.13
C 3.11 -1.02 -0.07
C 1.57 3.53 0.55
C 1.85 4.89 0.67
C 0.88 5.75 1.16
C -0.36 5.25 1.54
C -0.66 3.90 1.43
C 0.31 3.06 0.94
H 2.95 -4.94 0.15
H 2.17 -3.60 -0.69
H 2.49 -3.49 1.05
H 5.22 -4.82 0.98
H 4.96 -3.31 1.86
H 6.27 -3.44 0.67
H 4.73 -4.92 -1.55
H 5.74 -3.51 -1.81
H 4.07 -3.50 -2.37
H 6.37 -1.64 -0.70
H 6.48 0.80 -0.75
H 2.18 -1.51 0.16
H 2.82 5.26 0.38
H 1.09 6.80 1.25
H -1.11 5.93 1.94
H -1.63 3.53 1.73
C -5.18 -0.88 -4.03
C -3.95 -1.00 -3.18
C -4.05 -1.06 -1.79
C -2.92 -1.15 -1.00
C -1.66 -1.20 -1.60
C -1.55 -1.19 -2.98
C -2.68 -1.07 -3.76
S -0.18 -1.28 -0.66
C -0.79 -3.62 0.31
O -0.55 -2.23 0.62
H -6.06 -1.26 -3.52
H -5.06 -1.41 -4.97
H -5.37 0.17 -4.27
H -5.03 -1.04 -1.32
H -3.00 -1.20 0.08
H -0.57 -1.28 -3.45
H -2.59 -1.05 -4.84
H -1.83 -3.76 0.02
H -0.58 -4.17 1.23
H -0.13 -3.96 -0.49
*
```

[2]
C43H39Cl5FeN8O3S | wB97M-V/def2-TZVPD

## Properties
⟨S²⟩ = 6.013
Gap between HOMO and LUMO (spin up / spin down) = 7.4079 / 7.4300 eV
ΔE to the lowest compared entry with this formula, charge and spin = 0.9598 eV

Geometry as ORCA input:
```
! wB97M-V def2-TZVPD RIJCOSX def2/J DEFGRID3
* xyz 0 5
Fe -0.80 0.67 1.25
Cl 4.07 -4.09 2.91
C 2.71 -2.96 3.07
C 2.49 -2.06 2.04
C 1.52 -1.07 2.01
N 1.16 -0.12 1.04
C 1.76 0.14 -0.16
O 1.34 1.03 -0.91
C 3.00 -0.64 -0.59
C 2.65 -1.58 -1.55
C 3.66 -2.21 -2.21
C 4.95 -1.96 -1.78
C 5.16 -1.09 -0.73
N 4.19 -0.41 -0.14
C 0.65 -1.04 3.16
C 0.86 -1.96 4.16
C 1.86 -2.92 4.15
Cl 2.00 -4.02 5.40
N -0.34 -0.13 3.18
C -1.12 0.01 4.24
O -1.04 -0.57 5.29
C -2.33 0.93 4.03
C -2.85 1.65 5.13
C -3.77 2.64 4.83
C -4.19 2.82 3.52
C -3.68 2.00 2.54
N -2.76 1.08 2.76
H 3.22 -2.20 1.20
H 1.59 -1.65 -1.78
H 3.51 -3.01 -2.93
H 5.78 -2.41 -2.37
H 6.19 -0.95 -0.39
H 0.31 -1.98 5.08
H -2.55 1.46 6.18
H -4.23 3.30 5.54
H -4.89 3.66 3.24
H -3.95 2.17 1.50
N -0.25 -5.00 2.55
H 0.50 -4.54 3.03
H -1.04 -4.39 2.66
H -0.42 -5.81 3.13
Cl -5.39 2.20 -3.80
C -4.05 1.04 -4.06
C -2.98 1.28 -3.23
C -2.05 0.29 -3.03
C -2.17 -0.92 -3.73
C -1.10 -1.99 -3.57
C -1.46 -3.03 -2.49
N -1.96 -2.33 -1.28
C -3.24 -1.89 -1.03
C -3.16 -1.05 0.02
N -1.86 -0.95 0.38
C -1.14 -1.64 -0.46
O 0.08 -1.38 -3.12
C 0.64 -0.43 -4.03
C 1.64 -1.02 -4.95
C 2.80 -0.39 -5.31
Cl 3.34 1.14 -4.73
S 3.82 -1.39 -6.26
C 2.72 -2.70 -6.17
C 1.59 -2.36 -5.53
C -3.26 -1.10 -4.55
Cl -3.46 -2.65 -5.23
C -4.25 -0.13 -4.78
H -2.96 2.20 -2.62
H -1.27 0.40 -2.29
H -0.99 -2.56 -4.53
H -0.63 -3.65 -2.12
H -2.24 -3.65 -2.88
H -4.15 -2.10 -1.59
H -3.96 -0.65 0.62
H -0.06 -1.68 -0.48
H 1.11 0.32 -3.41
H -0.23 0.02 -4.52
H 2.96 -3.65 -6.50
H 0.72 -3.03 -5.41
H -5.08 -0.27 -5.46
C 2.42 3.16 1.55
N 1.66 2.33 2.52
C 2.53 1.77 3.57
C 0.47 3.06 3.03
C -0.21 3.55 1.76
C -0.05 4.90 1.41
C -0.59 5.43 0.31
C -1.38 4.57 -0.50
C -1.52 3.23 -0.17
C -0.92 2.72 0.96
H 3.38 2.70 1.21
H 2.69 4.08 2.06
H 1.84 3.29 0.63
H 1.25 1.51 1.94
H 3.20 2.62 4.00
H 3.16 1.00 3.16
H 1.92 1.22 4.25
H 0.80 3.93 3.62
H -0.05 2.25 3.63
H 0.57 5.55 2.07
H -0.41 6.48 0.07
H -1.86 4.99 -1.42
H -2.13 2.55 -0.79
*
```

[3]
C43H39I2N2P2SiTi | wB97M-V/def2-TZVPD

## Properties
⟨S²⟩ = 0.756
Gap between HOMO and LUMO (spin up / spin down) = 7.1272 / 7.1543 eV
ΔE to the lowest compared entry with this formula, charge and spin = 0.5959 eV

Geometry as ORCA input:
```
! wB97M-V def2-TZVPD RIJCOSX def2/J DEFGRID3
* xyz 2 2
Ti -1.58 0.51 0.05
C -2.79 -2.82 0.96
Si -1.20 -1.89 0.73
C -0.35 -1.68 2.43
C -0.73 -2.42 3.57
C -0.06 -2.26 4.76
C 1.09 -1.44 4.79
C 1.44 -0.66 3.71
C 0.61 -0.68 2.59
P 0.82 0.48 1.18
C 2.47 -0.14 0.59
C 2.74 -1.53 0.62
C 3.92 -2.06 0.10
C 4.87 -1.20 -0.43
C 4.65 0.18 -0.38
C 3.48 0.75 0.14
C 1.15 2.17 1.85
C 1.40 3.10 0.83
C 1.38 4.49 1.13
C 1.17 4.88 2.43
C 0.99 3.96 3.47
C 1.09 2.59 3.21
C -0.23 -2.79 -0.64
C 0.12 -4.10 -0.42
C 0.74 -4.86 -1.42
C 0.94 -4.30 -2.70
C 0.57 -2.96 -2.97
C -0.04 -2.21 -1.87
P -0.35 -0.46 -2.04
C -1.14 -0.45 -3.73
C -2.11 -1.46 -3.95
C -2.84 -1.51 -5.13
C -2.59 -0.63 -6.16
C -1.56 0.27 -6.00
C -0.86 0.41 -4.79
C 1.25 0.31 -2.45
C 2.31 -0.48 -2.90
C 3.41 0.10 -3.51
C 3.46 1.51 -3.62
C 2.43 2.32 -3.12
C 1.34 1.71 -2.52
H -2.44 -3.84 1.24
H -3.26 -2.91 0.00
H -3.50 -2.47 1.71
H -1.56 -3.18 3.56
H -0.34 -2.79 5.69
H 1.79 -1.46 5.58
H 2.36 -0.11 3.61
H 2.03 -2.23 1.07
H 4.08 -3.16 -0.03
H 5.84 -1.62 -0.78
H 5.44 0.84 -0.75
H 3.34 1.81 0.01
H 1.40 2.75 -0.19
H 1.66 5.12 0.31
H 1.14 5.99 2.54
H 0.81 4.31 4.49
H 0.92 1.88 3.99
H -0.08 -4.66 0.50
H 1.07 -5.88 -1.23
H 1.41 -4.85 -3.48
H 0.77 -2.63 -3.97
H -2.48 -2.24 -3.21
H -3.73 -2.19 -5.20
H -3.21 -0.52 -7.03
H -1.30 0.92 -6.82
H -0.06 1.14 -4.66
H 2.33 -1.51 -2.67
H 4.28 -0.47 -3.96
H 4.35 1.95 -4.08
H 2.47 3.40 -3.18
H 0.49 2.33 -2.21
I -3.71 0.06 -1.32
C -3.13 3.49 -2.16
I -1.72 3.65 -0.65
H -3.69 4.37 -2.35
H -3.36 2.53 -2.58
N -3.92 1.55 5.75
C -3.45 1.45 4.52
C -3.86 0.40 3.66
C -3.30 0.22 2.41
N -2.34 1.02 1.96
C -1.94 2.04 2.73
C -2.45 2.30 4.01
H -4.77 0.95 5.90
H -3.96 2.37 6.28
H -4.69 -0.22 3.92
H -3.62 -0.58 1.80
H -1.27 2.78 2.27
H -2.26 3.19 4.58
*
```

[4]
C43H39N7O4P2S2Zr | wB97M-V/def2-TZVPD

## Properties
Gap between HOMO and LUMO = 5.5820 eV
ΔE to the lowest compared entry with this formula, charge and spin = 3.6514 eV

Geometry as ORCA input:
```
! wB97M-V def2-TZVPD RIJCOSX def2/J DEFGRID3
* xyz 0 1
Zr -0.25 -0.71 -0.37
S 2.67 0.03 -0.80
P 1.34 1.18 -1.79
C 0.08 1.50 -0.67
P -0.07 2.95 0.23
S -0.46 2.85 2.18
C -1.41 3.95 -0.53
C -2.20 4.83 0.21
C -3.23 5.54 -0.40
C -3.47 5.39 -1.75
C -2.68 4.53 -2.51
C -1.67 3.81 -1.89
C 1.39 4.03 0.06
C 1.41 5.22 -0.66
C 2.55 6.01 -0.67
C 3.68 5.62 0.03
C 3.67 4.42 0.73
C 2.54 3.63 0.75
C 0.65 0.26 -3.13
C 1.43 -0.02 -4.29
C 0.93 -0.55 -5.42
C -0.52 -0.93 -5.36
C -1.31 0.36 -5.40
C -1.44 0.78 -4.15
C 2.21 2.55 -2.63
C 1.56 3.28 -3.63
C 2.21 4.32 -4.27
C 3.52 4.63 -3.93
C 4.18 3.89 -2.96
C 3.52 2.86 -2.31
H -2.01 4.93 1.27
H -3.84 6.21 0.19
H -4.27 5.94 -2.23
H -2.86 4.41 -3.57
H -1.06 3.12 -2.46
H 0.53 5.54 -1.21
H 2.56 6.94 -1.24
H 4.57 6.24 0.02
H 4.56 4.10 1.27
H 2.52 2.70 1.30
H 2.47 0.28 -4.24
H 1.52 -0.72 -6.31
H -0.84 -1.70 -6.06
H -1.57 0.91 -6.29
H -1.80 1.68 -3.67
H 0.55 3.00 -3.92
H 1.69 4.88 -5.04
H 4.02 5.45 -4.43
H 5.20 4.13 -2.70
H 4.03 2.27 -1.56
C -4.18 1.59 0.21
C -5.13 0.73 -0.30
C -4.79 -0.60 -0.52
C -3.50 -1.01 -0.27
N -2.56 -0.16 0.17
C -2.90 1.09 0.44
C -3.06 -2.42 -0.39
C -3.93 -3.44 -0.76
C -3.48 -4.75 -0.77
C -2.18 -5.00 -0.38
C -1.37 -3.93 -0.05
N -1.79 -2.67 -0.06
H -4.39 2.63 0.42
H -6.14 1.08 -0.51
H -5.54 -1.29 -0.88
H -2.14 1.72 0.88
H -4.95 -3.22 -1.05
H -4.15 -5.55 -1.06
H -1.78 -6.01 -0.35
H -0.34 -4.09 0.25
C 0.14 -1.78 5.04
N 0.01 -0.52 4.32
C 0.33 0.72 5.02
C -0.06 -0.52 3.01
N -0.15 -0.50 1.86
H -0.50 -1.74 5.93
H 1.17 -1.95 5.33
H -0.17 -2.60 4.40
H -0.42 0.91 5.79
H 0.33 1.55 4.31
H 1.31 0.64 5.48
C 4.13 -4.07 2.10
N 3.22 -3.64 1.06
C 3.41 -3.98 -0.25
C 2.57 -3.59 -1.22
C 1.48 -2.77 -0.82
O 0.62 -2.26 -1.62
N 1.27 -2.47 0.47
C 2.10 -2.89 1.46
O 1.94 -2.67 2.65
H 5.00 -4.53 1.64
H 3.65 -4.79 2.77
H 4.44 -3.21 2.69
H 4.30 -4.56 -0.45
H 2.74 -3.82 -2.26
O -0.81 -1.41 -4.04
N -0.76 -0.17 -3.26
O -1.43 -0.42 -2.12
*
```

[5]
C43H40BrNO3PtSTe | wB97M-V/def2-TZVPD

## Properties
⟨S²⟩ = 2.011
Gap between HOMO and LUMO (spin up / spin down) = 6.6303 / 5.9456 eV
ΔE to the lowest compared entry with this formula, charge and spin = 0.4079 eV

Geometry as ORCA input:
```
! wB97M-V def2-TZVPD RIJCOSX def2/J DEFGRID3
* xyz 0 3
Pt 14.23 8.44 12.61
C 17.65 6.79 18.45
C 16.86 7.39 17.31
C 15.55 7.76 17.60
C 14.71 8.34 16.59
C 13.25 8.55 16.88
O 12.79 9.66 17.13
C 12.34 7.34 16.79
C 12.80 6.19 16.17
C 11.89 5.14 15.92
C 10.54 5.24 16.31
C 10.16 6.38 17.05
C 11.04 7.45 17.25
C 15.26 8.55 15.27
O 14.62 9.37 14.43
C 16.55 8.05 14.92
C 17.34 7.51 15.98
C 17.02 7.91 13.53
N 16.16 7.76 12.55
C 16.64 7.48 11.16
C 16.48 8.62 10.20
Te 17.24 10.58 10.64
C 18.98 10.71 9.40
C 20.24 10.72 10.02
C 21.35 11.05 9.29
C 21.26 11.38 7.95
C 20.03 11.39 7.29
C 18.91 11.17 8.08
C 18.49 7.86 13.34
C 19.13 6.68 12.85
C 20.52 6.67 12.81
C 21.27 7.70 13.39
C 20.63 8.87 13.80
C 19.21 8.90 13.86
H 16.94 6.73 19.31
H 18.53 7.38 18.73
H 17.98 5.77 18.17
H 15.12 7.59 18.57
H 13.84 6.05 15.89
H 12.28 4.34 15.31
H 9.88 4.41 16.08
H 9.16 6.52 17.37
H 10.80 8.31 17.89
H 18.31 7.06 15.75
H 16.05 6.62 10.81
H 17.67 7.19 11.19
H 15.45 8.76 9.91
H 17.06 8.37 9.31
H 20.31 10.41 11.06
H 22.31 10.95 9.79
H 22.13 11.55 7.35
H 19.95 11.69 6.27
H 17.92 11.19 7.60
H 18.50 5.79 12.70
H 20.99 5.85 12.31
H 22.36 7.64 13.50
H 21.20 9.72 14.17
H 18.62 9.69 14.37
Br 13.08 6.15 11.73
C 11.52 7.31 11.67
C 10.35 6.64 11.30
C 9.14 7.31 11.20
C 9.07 8.71 11.34
C 10.24 9.45 11.71
C 10.19 10.86 11.88
C 11.34 11.52 12.25
C 12.55 10.85 12.39
C 12.57 9.45 12.30
C 11.49 8.73 11.86
H 10.45 5.55 11.22
H 8.22 6.83 10.92
H 8.13 9.25 11.15
H 9.29 11.45 11.62
H 11.22 12.60 12.42
H 13.46 11.40 12.58
C 11.93 10.64 6.79
C 12.13 9.39 5.95
S 11.63 7.88 7.00
O 10.49 7.31 6.24
C 13.00 6.65 6.65
C 12.94 6.02 5.28
H 12.24 11.53 6.23
H 12.55 10.56 7.73
H 10.88 10.76 7.07
H 13.12 9.15 5.49
H 11.34 9.35 5.18
H 12.87 5.97 7.48
H 13.92 7.22 6.80
H 11.95 6.01 4.82
H 13.32 5.01 5.22
H 13.58 6.51 4.53
*
```